C5H11N | the ωB97M-V functional and the def2-TZVPD basis

ORCA input file:
```
! wB97M-V def2-TZVPD RIJCOSX def2/J DEFGRID3
* xyz 0 1
C -1.16436 1.05243 -2.30684
C -0.85349 -0.19648 -2.01215
C 0.05899 -1.03718 -2.83917
H -1.75174 1.68798 -1.65726
H -0.73905 1.56928 -3.16141
H -1.21694 -0.54801 -1.04899
H 0.73408 -0.40515 -3.42626
H -0.45955 -1.66956 -3.55622
H 0.68123 -1.71066 -2.24103
C 1.49398 -0.66658 2.53312
N 0.32888 -0.33797 2.20874
C -0.01227 1.05198 2.46195
H 1.82824 -1.69760 2.45372
H 2.26172 0.03406 2.89912
H -0.99584 1.35956 2.10255
H -0.03954 1.25963 3.53382
H 0.68755 1.76232 2.01457
*
```

Results
Lowest unoccupied orbital energy in eV: 1.10
Kohn-Sham gap in eV: 10.63
Strongest force on any atom in Eh/bohr: 0.0176
Total energy in eV: -6851.575
Relative energy (zero: lowest compared OMol25 entry of this formula, charge and spin) in eV: 1.953
SMILES: C=CC.C=NC
Highest occupied orbital energy in eV: -9.5